Molecular formula: C5H6O2
Method: DFT, ωB97M-V/def2-TZVPD

The calculation puts the frontier orbital gap at 8.93 eV. Its SMILES is Cc1ccc(O)o1. Its HOMO energy is -8.294 eV. As for the energy relative to the best compared isomer or geometry (same formula, charge and spin): 263.9 kJ/mol.

```
13
Properties=species:S:1:pos:R:3:forces:R:3:lowdin_charge:R:1
C 1.56332 -1.17915 1.53459 -0.88 -1.64 -1.11 -0.023
C 0.47481 -0.77185 0.42607 5.12 -0.20 2.83 -0.365
C -0.57370 -1.41517 -0.06950 -0.63 -1.08 -0.47 -0.048
C -1.31016 -0.32943 -0.69625 -4.22 0.89 -2.09 -0.059
C -0.60851 0.79235 -0.62857 4.21 2.99 1.64 -0.321
O -0.59270 2.15250 -0.98021 2.98 -0.44 0.15 -0.011
O 0.59865 0.55985 0.14395 -2.97 -1.14 -1.46 0.035
H 2.71834 -1.07479 1.39769 -2.34 0.68 -0.17 0.094
H 1.13233 -0.64987 2.44181 1.10 -0.97 -0.74 0.087
H 1.46790 -2.32472 1.56850 -0.13 1.63 0.64 0.079
H -0.70121 -2.55692 -0.10960 -0.15 2.30 0.33 0.144
H -2.41413 -0.17640 -1.08957 2.51 -1.15 0.60 0.159
H 0.47452 2.50333 -0.91679 -4.61 -1.89 -0.16 0.228
```
Forces are in eV/Å.

---

Molecular formula: C5H6O2
Method: DFT, ωB97M-V/def2-TZVPD

The calculation puts the frontier orbital gap at 9.31 eV. Its HOMO energy is -9.016 eV. As for the energy relative to the best compared isomer or geometry (same formula, charge and spin): 510.6 kJ/mol.

```
13
Properties=species:S:1:pos:R:3:forces:R:3:lowdin_charge:R:1
O 0.72277 1.02894 0.16129 0.43 0.29 -0.25 -0.032
C 2.16158 -0.03853 0.18029 0.90 -0.52 0.04 -0.016
C 1.31437 -1.18687 0.25111 -0.63 1.05 -0.04 -0.022
C 0.22769 -0.42304 0.29778 -0.25 -0.56 0.04 -0.331
C -1.25997 -0.50119 0.28937 0.08 0.06 0.11 -0.118
C -1.85796 0.06027 -0.99317 -0.25 0.06 0.01 -0.256
O -2.75230 0.86974 -1.03322 0.49 -0.39 0.11 0.053
H 0.65778 1.56498 0.96720 -0.24 -0.15 0.10 0.129
H 2.71959 0.29587 1.05699 -0.18 0.04 0.02 0.102
H 2.67452 0.22210 -0.74444 -0.22 0.07 -0.04 0.103
H -1.71541 0.02817 1.13824 0.06 -0.20 -0.13 0.124
H -1.48201 -1.57355 0.35202 -0.17 0.16 -0.01 0.133
H -1.41065 -0.34686 -1.92346 -0.02 0.07 0.04 0.131
```
Forces are in eV/Å.

---

Molecular formula: C5H6O2
Method: DFT, ωB97M-V/def2-TZVPD

The calculation puts the frontier orbital gap at 8.90 eV. Its SMILES is C[C@@H]1C=C=C(O)O1. Its HOMO energy is -8.442 eV. As for the energy relative to the best compared isomer or geometry (same formula, charge and spin): 269.4 kJ/mol.

```
13
Properties=species:S:1:pos:R:3:forces:R:3:lowdin_charge:R:1
C 0.46275 -1.28268 -1.17884 0.03 -0.03 -0.06 -0.030
C -0.26206 -0.72645 0.02861 -0.08 -0.06 -0.09 -0.317
C -1.10523 0.49277 -0.25115 -0.14 -0.06 -0.12 -0.084
C -0.73001 1.59760 0.42919 -0.18 -0.46 -0.31 -0.013
C 0.36731 1.03108 1.15466 -0.19 0.13 -0.12 -0.457
O 1.00063 1.82544 1.96083 -0.09 -0.06 -0.11 0.155
O 0.71365 -0.21925 1.00964 -0.15 0.44 -0.01 0.094
H 1.08579 -2.14252 -0.92156 -0.07 0.11 0.00 0.084
H -0.28782 -1.60082 -1.90970 0.13 0.01 0.08 0.090
H 1.08261 -0.50837 -1.64072 -0.09 -0.09 0.08 0.095
H -0.81778 -1.50969 0.55473 0.06 0.06 -0.04 0.157
H -1.92194 0.44122 -0.96682 0.06 -0.17 0.03 0.100
H 0.41210 2.60167 1.73113 0.70 0.19 0.66 0.126
```
Forces are in eV/Å.

---

Molecular formula: C5H6O2
Method: DFT, ωB97M-V/def2-TZVPD

The calculation puts the frontier orbital gap (alpha / beta) at 7.00 / 8.70 eV. Its HOMO energy (alpha / beta) is -7.747 / -8.120 eV. As for the energy relative to the best compared isomer or geometry (same formula, charge and spin): 610.7 kJ/mol.

```
13
Properties=species:S:1:pos:R:3:forces:R:3:lowdin_charge:R:1
C 0.67731 1.15006 1.20916 0.77 -0.10 0.88 0.125
O 0.33656 -1.46471 1.17487 -0.29 -0.40 -1.27 0.020
C 0.01972 -1.61362 -0.01636 0.27 -0.67 1.08 -0.248
C -1.03562 -0.75318 -0.68338 -0.08 0.21 -0.01 -0.220
O -1.40252 0.25323 0.28261 -0.29 -0.25 -0.26 0.000
C -0.13870 0.84886 0.06025 0.19 2.15 0.26 -0.484
C 0.14554 0.05713 -1.10206 0.15 -0.23 -0.47 0.042
H 1.73824 1.32734 1.05346 -0.16 -0.05 0.05 0.080
H 0.19779 1.62306 2.06247 0.06 -0.14 -0.15 0.081
H 0.53811 -2.32982 -0.68291 -0.11 0.10 0.16 0.135
H -1.83783 -1.14330 -1.31530 0.25 -0.07 0.16 0.153
H -0.13397 1.97729 -0.16617 -0.63 -0.44 -0.52 0.193
H 0.89537 0.06765 -1.87664 -0.13 -0.09 0.08 0.122
```
Forces are in eV/Å.

---

Molecular formula: C5H6O2
Method: DFT, ωB97M-V/def2-TZVPD

The calculation puts the frontier orbital gap at 8.87 eV. Its SMILES is CC(=O)CC=C=O. Its HOMO energy is -8.239 eV. As for the energy relative to the best compared isomer or geometry (same formula, charge and spin): 129.6 kJ/mol.

```
13
Properties=species:S:1:pos:R:3:forces:R:3:lowdin_charge:R:1
C 0.59992 0.02206 -1.90366 -0.02 -0.02 -0.19 0.008
C 0.26455 0.19045 -0.46345 0.26 0.41 -0.09 -0.414
O 0.83032 1.05185 0.19777 -0.11 0.03 -0.62 0.098
C -0.58977 -0.75063 0.30147 0.41 -0.12 -0.13 -0.137
C -0.81944 -0.12048 1.62571 0.18 0.02 0.13 -0.083
C -0.04712 0.92533 1.96036 -0.09 0.42 1.05 -0.279
O 0.41903 1.77402 2.62380 -0.38 -0.52 -0.33 0.136
H 1.68392 0.09667 -2.02165 -0.16 0.00 -0.07 0.098
H 0.22636 -0.91167 -2.32675 0.02 0.11 0.06 0.087
H 0.14192 0.86945 -2.42075 0.06 -0.11 -0.13 0.101
H 0.23753 -1.49822 0.28967 -0.43 -0.62 0.47 0.149
H -1.43296 -1.23325 -0.20645 0.18 0.42 0.02 0.130
H -1.50215 -0.48505 2.38173 0.09 -0.02 -0.16 0.106
```
Forces are in eV/Å.

---

Molecular formula: C5H6O2
Method: DFT, ωB97M-V/def2-TZVPD

The calculation puts the frontier orbital gap at 7.77 eV. Its HOMO energy is -8.903 eV. As for the energy relative to the best compared isomer or geometry (same formula, charge and spin): 406.6 kJ/mol.

```
13
Properties=species:S:1:pos:R:3:forces:R:3:lowdin_charge:R:1
C 0.87277 -1.01401 1.30293 0.08 0.00 -0.01 -0.038
C -0.44728 -0.73344 0.69753 0.09 0.26 -0.07 -0.049
O -0.00093 1.95544 0.34199 -0.08 -0.12 -0.38 -0.005
C -0.12524 2.00925 -0.88685 -0.09 -0.31 -0.13 -0.652
O 0.00847 2.83490 -1.77357 -0.01 -0.10 0.31 0.024
C -0.54323 0.51098 -1.55711 0.09 -0.02 0.29 0.098
C -0.61643 -0.39006 -0.62654 0.08 -0.09 0.11 -0.160
H 1.07718 -0.07944 1.84394 0.07 -0.06 0.07 0.113
H 0.86963 -1.85404 2.00077 -0.07 0.18 -0.05 0.090
H 1.65647 -1.13080 0.55273 -0.15 0.06 0.07 0.105
H -1.35436 -0.91474 1.27581 0.11 0.13 0.04 0.146
H -0.64463 0.39583 -2.63335 0.01 0.00 0.34 0.112
H -0.75243 -1.58987 -0.53829 -0.15 0.06 -0.58 0.216
```
Forces are in eV/Å.

---

Molecular formula: C5H6O2
Method: DFT, ωB97M-V/def2-TZVPD

The calculation puts the frontier orbital gap at 9.97 eV. Its SMILES is O=CC=C=CCO. Its HOMO energy is -9.832 eV. As for the energy relative to the best compared isomer or geometry (same formula, charge and spin): 229.3 kJ/mol.

```
13
Properties=species:S:1:pos:R:3:forces:R:3:lowdin_charge:R:1
O 1.97775 -1.64249 2.83447 -0.14 0.15 -0.39 0.039
C 1.50309 -1.24240 1.79694 0.08 -0.15 0.30 -0.283
C 0.69150 -0.01166 1.68027 -0.16 -0.01 -0.08 -0.060
C 0.19631 0.30742 0.50601 0.18 0.10 -0.10 -0.023
C 0.05191 0.71817 -0.72185 0.09 -0.07 0.21 -0.058
C -1.05613 0.57905 -1.74650 0.26 0.17 -0.06 -0.264
O -1.96759 -0.46164 -1.50081 -0.10 0.01 0.31 -0.053
H 1.66413 -1.77133 0.83353 -0.03 0.00 0.16 0.125
H 0.58864 0.63447 2.54829 -0.16 -0.22 -0.01 0.117
H 0.95891 1.26503 -0.97392 -0.19 0.21 -0.59 0.124
H -1.56983 1.54899 -1.86099 0.13 -0.17 0.11 0.121
H -0.61047 0.35801 -2.72279 0.03 0.03 0.22 0.122
H -2.42822 -0.28162 -0.67265 0.01 -0.06 -0.08 0.092
```
Forces are in eV/Å.

---

Molecular formula: C5H6O2
Method: DFT, ωB97M-V/def2-TZVPD

The calculation puts the frontier orbital gap at 10.65 eV. Its SMILES is O=CCC#CCO. Its HOMO energy is -9.888 eV. As for the energy relative to the best compared isomer or geometry (same formula, charge and spin): 276.1 kJ/mol.

```
13
Properties=species:S:1:pos:R:3:forces:R:3:lowdin_charge:R:1
O 2.62088 1.02628 -1.14323 -0.54 0.02 -0.03 0.063
C 1.41967 1.07928 -1.19920 0.38 0.12 -0.02 -0.250
C 0.56164 1.62149 -0.05706 0.08 0.18 0.04 -0.152
C -0.58073 0.74533 0.14070 -0.37 -0.32 0.02 -0.046
C -1.32511 -0.19834 0.24780 0.72 0.28 0.00 0.011
C -1.41402 -1.63980 0.52272 -0.34 -0.05 -0.05 -0.269
O -0.08374 -2.11308 0.64530 0.10 -0.30 0.32 -0.063
H 0.85837 0.72726 -2.08853 0.07 0.04 0.10 0.132
H 1.18579 1.64134 0.84342 -0.11 0.14 -0.13 0.128
H 0.24853 2.64328 -0.28407 0.10 0.06 -0.08 0.123
H -1.99688 -1.83753 1.43038 0.00 0.01 -0.13 0.115
H -1.86023 -2.18886 -0.30887 -0.04 0.07 0.12 0.119
H 0.36584 -1.50665 1.25063 -0.03 -0.25 -0.15 0.090
```
Forces are in eV/Å.

---

Molecular formula: C5H6O2
Method: DFT, ωB97M-V/def2-TZVPD

The calculation puts the frontier orbital gap (alpha / beta) at 8.29 / 5.74 eV. Its HOMO energy (alpha / beta) is -7.896 / -6.847 eV. As for the energy relative to the best compared isomer or geometry (same formula, charge and spin): 568.2 kJ/mol.

```
13
Properties=species:S:1:pos:R:3:forces:R:3:lowdin_charge:R:1
C 1.47674 -2.17879 -0.41574 -0.50 0.84 -0.83 0.029
C 0.50679 -1.24571 -0.58769 -0.17 0.30 1.02 0.117
C 1.53043 -1.37457 -1.59150 0.07 -0.24 0.17 -0.504
C -0.31992 1.59403 0.83846 -0.17 0.11 -0.01 -0.089
C -1.24093 0.44215 0.82500 0.73 -1.04 -1.01 -0.217
O 2.07867 -1.06901 -2.61141 0.02 0.13 -0.21 0.056
O -2.27515 0.37252 -0.00973 -0.05 0.29 0.20 0.036
H 1.96728 -2.95206 0.12863 0.07 -0.35 0.48 0.081
H 0.55847 1.36977 1.43527 0.06 -0.04 -0.01 0.084
H -0.81685 2.46598 1.27980 -0.03 0.07 0.04 0.088
H -0.00822 1.86448 -0.17004 0.06 -0.01 -0.04 0.087
H -1.31073 -0.24957 1.64626 -0.11 -0.01 0.11 0.108
H -2.14658 0.96077 -0.76731 0.03 -0.04 0.09 0.123
```
Forces are in eV/Å.

---

Molecular formula: C5H6O2
Method: DFT, ωB97M-V/def2-TZVPD

The calculation puts the frontier orbital gap at 10.47 eV. Its SMILES is C#CC(=O)[C@@H](C)O. Its HOMO energy is -10.545 eV. As for the energy relative to the best compared isomer or geometry (same formula, charge and spin): 218.3 kJ/mol.

```
13
Properties=species:S:1:pos:R:3:forces:R:3:lowdin_charge:R:1
C 2.94971 0.45284 0.08874 -0.60 -0.12 0.03 0.159
C 1.81502 0.05316 -0.00236 0.54 0.22 0.02 -0.015
C 0.57828 -0.64421 -0.33142 -0.05 -0.36 -0.31 -0.345
O 0.63111 -1.48462 -1.21150 -0.04 0.32 0.28 0.107
C -0.76085 -0.42142 0.38537 0.16 0.17 0.06 -0.387
C -1.32826 0.99123 0.23688 0.04 0.07 -0.01 -0.033
O -1.67347 -1.33999 -0.14558 0.01 -0.13 -0.02 -0.026
H 3.96272 0.79289 0.15018 -0.26 -0.01 0.07 0.043
H -0.60230 -0.62833 1.45764 0.10 0.01 -0.16 0.155
H -2.33661 0.98656 0.66343 0.21 0.00 -0.04 0.086
H -1.41823 1.26108 -0.81972 0.07 -0.04 0.13 0.090
H -0.73293 1.74504 0.76109 0.00 -0.13 -0.09 0.082
H -1.17300 -1.84390 -0.81327 -0.18 -0.01 0.06 0.082
```
Forces are in eV/Å.